{
  "formula": "C21H48F8N3O13P2",
  "method": "ωB97M-V with the def2-TZVPD basis set",
  "symbols": ["P", "F", "F", "F", "F", "F", "F", "C", "C", "C", "O", "C", "N", "H", "H", "H", "H", "H", "H", "H", "H", "H", "H", "H", "C", "C", "C", "O", "C", "N", "H", "H", "H", "H", "H", "H", "H", "H", "H", "H", "H", "C", "C", "C", "O", "C", "N", "H", "H", "H", "H", "H", "H", "H", "H", "H", "H", "H", "C", "O", "P", "O", "O", "C", "O", "C", "H", "H", "H", "H", "H", "H", "H", "H", "H", "C", "C", "O", "C", "O", "O", "F", "H", "H", "H", "C", "C", "O", "C", "O", "O", "F", "H", "H", "H"],
  "positions_angstrom": [[0.6185, 0.6487, -0.5342], [0.4947, 0.9411, 1.0727], [-0.8223, 1.2647, -0.8505], [1.3458, 2.1272, -0.7789], [0.8709, 0.2752, -2.0476], [2.1552, 0.2466, -0.2234], [-0.0382, -0.8082, -0.3805], [-0.0442, 2.2619, 3.9894], [-0.8356, 3.1842, 2.9516], [0.1363, 3.9872, 2.0159], [-0.6844, 4.6502, 1.0333], [-0.0114, 5.3386, -0.0056], [-1.5297, 2.2835, 2.1085], [0.2851, 1.2646, 3.6977], [-0.6440, 1.9736, 4.8527], [0.8081, 2.8291, 4.3636], [-1.5352, 3.8558, 3.4490], [0.8625, 3.3489, 1.5126], [0.7316, 4.7044, 2.5810], [0.7701, 5.9259, 0.4767], [-0.4988, 6.1995, -0.4631], [0.3656, 4.5962, -0.7090], [-0.8535, 1.6407, 1.7217], [-1.6986, 2.9192, 1.3420], [-3.5276, -1.1576, -1.5441], [-3.6742, -0.0611, -0.4465], [-5.2017, -0.0355, 0.0418], [-5.3891, 0.7739, 1.1958], [-6.7744, 0.9261, 1.5328], [-2.8491, -0.3961, 0.7136], [-4.1207, -2.0219, -1.2452], [-2.4919, -1.4973, -1.5492], [-3.6963, -0.6069, -2.4695], [-3.4894, 0.9167, -0.8913], [-5.6608, -0.9857, 0.3147], [-5.8235, 0.4547, -0.7073], [-7.2870, 1.5553, 0.8051], [-6.7934, 1.3836, 2.5220], [-7.3919, 0.0315, 1.6132], [-3.0214, -1.3816, 0.8521], [-1.8885, -0.3212, 0.4106], [2.1342, -2.6944, -1.4572], [0.9317, -3.4184, -2.0475], [1.0816, -3.5541, -3.5991], [0.1038, -4.3382, -4.1976], [0.2384, -4.5310, -5.5913], [0.9296, -4.7090, -1.3727], [2.3828, -1.8649, -2.1192], [3.0010, -3.3359, -1.2983], [2.0395, -2.2824, -0.4526], [0.0309, -2.8409, -1.8397], [2.0208, -4.0778, -3.7774], [1.0857, -2.5720, -4.0719], [0.1144, -3.6342, -6.1983], [-0.4254, -5.3058, -5.9751], [1.2494, -4.8844, -5.7941], [0.0225, -5.1061, -1.5717], [1.6042, -5.2568, -1.8874], [0.7908, -1.7511, 2.8374], [-0.0092, -1.7627, 4.0297], [-1.5983, -1.5988, 3.9325], [-2.0684, -0.3166, 3.3971], [-2.1533, -2.9755, 3.2607], [-1.7519, -4.2112, 3.8742], [-2.0554, -1.7634, 5.4538], [-1.4124, -0.8575, 6.3414], [1.3626, -2.6772, 2.7793], [1.4725, -0.9019, 2.8837], [0.1424, -1.6233, 1.9705], [-0.7705, -4.4926, 3.4924], [-2.4824, -4.9398, 3.5226], [-1.6299, -4.1169, 4.9532], [-0.7305, -1.3497, 7.0349], [-2.1526, -0.1899, 6.7824], [-0.8199, -0.1332, 5.7825], [3.9629, 3.2535, 0.4334], [3.9118, 3.2861, -1.1030], [4.6915, 2.2006, -1.4048], [5.2091, 1.6109, -0.4062], [5.9200, 0.5901, -0.3979], [4.9313, 2.2428, 0.6614], [4.5837, 4.3746, -1.4537], [3.0232, 2.8813, 0.8415], [4.0171, 4.2692, 0.8251], [2.9630, 3.3030, -1.6394], [2.4092, 1.1332, -4.4352], [3.4581, 0.0831, -4.2803], [4.5888, 0.6120, -5.0066], [4.2003, 1.6402, -5.7624], [4.9419, 2.2349, -6.5654], [2.8845, 1.8885, -5.5084], [3.0007, -1.0755, -4.8085], [2.3130, 1.6461, -3.4782], [1.4632, 0.6586, -4.6957], [3.6803, -0.0012, -3.2165]],
  "forces_ev_per_angstrom": [[1.447, 1.035, 0.553], [0.166, -0.499, -1.014], [0.255, 0.282, 0.213], [-1.407, 0.634, -0.137], [0.039, 0.168, -1.676], [0.279, -1.785, 0.389], [0.392, -0.245, 0.914], [-0.274, 1.384, 0.383], [2.471, -1.737, 0.323], [-0.234, 0.596, 0.443], [-0.711, 0.433, 0.283], [1.121, -0.048, 1.306], [-1.443, 0.529, -0.807], [0.085, 0.343, -1.085], [-0.439, 0.592, 0.067], [0.260, -0.106, 0.207], [0.186, 0.165, 0.166], [-0.180, -0.461, -0.033], [0.013, 0.578, 0.130], [1.016, -0.369, -0.049], [-1.293, -0.742, -0.159], [0.184, 0.346, -0.323], [-0.629, -0.059, 0.455], [-1.051, -0.514, -0.805], [0.451, 1.427, 0.710], [-1.830, -1.457, 0.984], [0.555, 1.140, 0.133], [-0.655, -0.048, 0.530], [0.975, 0.402, 0.050], [-0.483, 0.706, -0.845], [-0.409, 0.052, -0.722], [0.108, 0.154, -0.079], [-0.594, -0.997, -0.530], [0.427, 0.054, 0.454], [0.441, -0.702, -0.486], [-0.071, -0.354, -0.781], [-0.020, 0.329, -0.132], [0.012, 0.214, -0.139], [0.432, -0.703, -0.151], [0.123, -0.307, 0.466], [0.079, -0.016, 0.270], [0.473, 0.822, -0.373], [0.728, 0.175, -0.172], [0.589, 0.312, 0.632], [-1.899, -0.758, -0.206], [0.906, -0.111, 0.228], [-1.064, -0.013, -0.242], [0.383, 0.126, 0.152], [0.070, -0.350, -0.727], [-0.837, 0.039, -0.167], [-0.122, -0.208, 0.157], [0.702, 0.276, -0.073], [0.270, 0.246, 0.059], [-0.235, 0.365, 0.207], [-0.302, 0.115, 0.491], [0.334, -0.101, -0.126], [-0.108, -0.601, 0.051], [0.161, -0.495, 0.127], [-0.158, 0.328, -0.225], [-0.357, -0.484, 0.374], [-0.716, 0.508, -0.288], [0.503, -1.312, -0.100], [0.418, 1.400, 0.741], [0.481, 0.111, -0.631], [0.558, -0.804, 0.193], [0.204, 1.311, -0.336], [-0.137, -0.003, -0.007], [-0.055, -0.049, -0.004], [0.234, -0.098, -0.151], [0.049, -0.070, -0.175], [0.050, -0.058, 0.507], [-0.566, -0.126, 0.000], [-0.435, -0.184, 0.127], [-0.193, -0.574, 0.544], [0.301, -0.148, -0.164], [-2.718, -0.696, -0.559], [-0.555, 0.082, 1.832], [-1.129, -0.404, -5.149], [3.959, -5.177, 1.100], [-1.907, 2.650, -0.731], [-0.234, 2.309, 4.235], [1.192, 2.076, -1.243], [-0.056, -0.206, -0.094], [1.346, -0.254, 0.226], [0.072, -0.428, 0.348], [-0.327, -0.644, 0.307], [0.305, 0.833, 0.682], [-0.355, -1.277, 0.827], [1.360, 1.706, -2.233], [-2.857, -1.853, 2.715], [0.695, 1.715, -1.292], [0.685, -0.557, -0.299], [-0.113, 0.630, -0.363], [-0.015, 0.239, 0.045], [0.628, -0.744, -0.248]],
  "homo_energy_ha": -0.202,
  "charge": -1,
  "gap_ev": 8.03
}



{
  "formula": "C11H23N2O5V",
  "method": "ωB97M-V with the def2-TZVPD basis set",
  "symbols": ["V", "C", "C", "O", "O", "H", "H", "H", "C", "O", "N", "C", "C", "H", "H", "H", "H", "H", "H", "H", "C", "O", "N", "C", "C", "H", "H", "H", "H", "H", "H", "H", "C", "C", "O", "C", "H", "H", "H", "H", "H", "H"],
  "positions_angstrom": [[22.4857, 25.6161, -31.3338], [20.1524, 28.8135, -30.4860], [21.1918, 27.7945, -30.8999], [22.2416, 27.5288, -30.2762], [20.8855, 27.0146, -31.8554], [19.1374, 28.4254, -30.5643], [20.1242, 29.6934, -31.1290], [20.3205, 29.1200, -29.4535], [20.3474, 24.2270, -29.0471], [21.1323, 24.7920, -29.8119], [19.3096, 24.8710, -28.4429], [18.3753, 24.1261, -27.6561], [19.1869, 26.3221, -28.4402], [20.2845, 23.1491, -28.8417], [17.5006, 24.7024, -27.3563], [18.8920, 23.8223, -26.7456], [17.9256, 23.3375, -28.2591], [18.2489, 26.6376, -28.8944], [19.3119, 26.6749, -27.4153], [20.0253, 26.8306, -28.9100], [16.1031, 29.5768, -31.7997], [15.9139, 28.5221, -32.4441], [17.0148, 30.5252, -31.9979], [17.4306, 31.4054, -30.8960], [17.6325, 30.5415, -33.3196], [15.4923, 29.6948, -30.8908], [18.5035, 31.4000, -30.7069], [16.9544, 31.1971, -29.9387], [17.0770, 32.3891, -31.2073], [16.8359, 30.4250, -34.0552], [18.0338, 31.5387, -33.4972], [18.2982, 29.7002, -33.5118], [21.0907, 27.3153, -25.1596], [21.3912, 28.4919, -26.1428], [20.7217, 29.5126, -26.1506], [22.5629, 28.3615, -27.0534], [21.8270, 26.5183, -25.2648], [20.0827, 26.9180, -25.2752], [21.1765, 27.6374, -24.1216], [22.2800, 27.7182, -27.8877], [23.2854, 27.9128, -26.3689], [23.0312, 29.2390, -27.4962]],
  "forces_ev_per_angstrom": [[-2.672, 2.065, 1.521], [0.264, 0.373, 0.345], [-1.718, -0.796, -0.687], [1.529, -0.422, 0.533], [0.787, -1.009, -0.687], [0.197, -0.453, -0.132], [0.479, -0.016, -0.056], [0.123, 0.191, -0.073], [-2.967, 0.910, 0.808], [1.634, 0.123, -0.928], [2.139, 0.271, -1.507], [-0.669, -0.508, 0.589], [0.654, 0.347, 0.312], [0.584, 0.054, -0.257], [0.346, 0.494, -0.092], [-0.422, -0.566, 0.029], [0.397, -0.440, 0.324], [0.014, 0.013, 0.164], [-0.699, -0.057, 0.171], [-0.065, -0.557, -0.492], [-1.100, -3.192, 0.522], [0.596, 2.367, 0.283], [0.471, -0.519, 0.053], [-0.673, 0.677, -0.948], [-0.578, 0.442, -0.130], [0.163, 0.377, 0.129], [0.039, -0.018, -0.339], [-0.257, -0.462, -0.286], [0.537, 0.393, 0.417], [-0.087, -0.066, 0.049], [0.519, -0.247, 0.058], [0.419, 0.267, 0.267], [0.557, 0.412, -0.464], [-1.238, 1.534, 0.408], [0.071, -1.100, 0.266], [0.627, -0.770, 0.475], [-0.131, -0.108, -0.215], [-0.001, 0.133, -0.153], [-0.072, 0.381, -0.094], [0.320, -0.440, 0.162], [0.532, -0.478, -0.687], [-0.649, 0.400, 0.343]],
  "homo_energy_ha": [-0.417, -0.417],
  "charge": 1,
  "s_squared": 3.760,
  "multiplicity": 4,
  "gap_ev": [6.44, 6.43]
}



Number 2 is which compound? C11H23N2O5V



The highest charge belongs to which entry? C11H23N2O5V



Which value of charge does entry 1 give? -1



Look up the charge of the second one. +1